Record 1
A 2-piece molecular cluster, C4H9NO overall in a non-equilibrium geometry. Source: OMol25; level of theory: ωB97M-V/def2-TZVPD.

As for the energy above the lowest of the compared OMol25 structures with the same formula, charge and spin: 1.5841 eV. The charge is -1. Its max |F| is 0.0448 Eh/bohr. Its HOMO-LUMO gap (alpha / beta) is 2.926 / 8.758 eV. For the HOMO energy (alpha / beta), the calculation gives 1.158 / -4.806 eV. The value obtained for the energy is -287.6870 Ha. Its spin multiplicity is 2. The LUMO energy (alpha / beta) comes out at 4.083 / 3.952 eV.

Structure (XYZ):
```
15
C4H9NO, DFT ωB97M-V/def2-TZVPD
C 0.107 1.423 2.532
C -0.173 0.205 2.081
N 0.737 -0.640 1.436
H 0.991 2.048 2.493
H -0.655 2.129 2.913
H -1.170 -0.249 2.076
H 1.681 -0.391 1.718
H 0.542 -1.640 1.517
C -0.833 -0.693 -3.198
C 0.145 -0.486 -2.293
O -0.170 0.406 -1.340
H -0.688 -1.131 -4.183
H -1.855 -0.372 -3.026
H 1.127 -0.953 -2.278
H 0.213 0.347 -0.447
```

---

Record 2
A 3-piece molecular cluster, C4H11N5 overall in a non-equilibrium geometry. Source: OMol25; level of theory: ωB97M-V/def2-TZVPD.

As for the energy above the lowest of the compared OMol25 structures with the same formula, charge and spin: 4.5774 eV. The charge is +2. Its max |F| is 0.1054 Eh/bohr. Its HOMO-LUMO gap is 8.585 eV. For the HOMO energy, the calculation gives -15.197 eV. The value obtained for the energy is -431.9823 Ha. The LUMO energy comes out at -6.611 eV.

Structure (XYZ):
```
20
C4H11N5, DFT ωB97M-V/def2-TZVPD
C 12.310 3.176 7.080
C 13.503 5.209 6.046
C -12.522 -3.045 -4.572
C -11.132 -3.626 -6.400
N 13.556 3.026 6.792
N 11.927 4.388 7.520
N 12.454 5.407 7.148
N 14.344 4.122 6.604
N -12.329 -3.710 -5.647
H 11.509 2.371 7.222
H 13.041 5.004 5.140
H 13.836 6.230 5.872
H 13.967 2.105 6.639
H -11.952 -2.230 -4.191
H -13.414 -3.122 -4.111
H -10.736 -4.547 -6.887
H -11.382 -3.156 -7.383
H -10.176 -3.247 -5.935
H 15.274 4.330 6.854
H -13.219 -4.888 -5.937
```

---

Record 3
C59H46MgN5O4S3Se as an isolated structure in a non-equilibrium geometry. Source: OMol25; level of theory: ωB97M-V/def2-TZVPD.

As for the energy above the lowest of the compared OMol25 structures with the same formula, charge and spin: 0.0000 eV. The charge is -1. Its max |F| is 0.0463 Eh/bohr. Its HOMO-LUMO gap is 7.330 eV. For the HOMO energy, the calculation gives -5.162 eV. The value obtained for the energy is -6646.8698 Ha. The LUMO energy comes out at 2.168 eV.

Structure (XYZ):
```
119
C59H46MgN5O4S3Se, DFT ωB97M-V/def2-TZVPD
Mg 1.359 -1.472 0.825
C -7.428 -1.600 1.387
C -5.940 -1.479 1.194
C -5.127 -0.988 2.209
C -3.763 -0.823 2.013
C -3.207 -1.153 0.789
C -3.994 -1.685 -0.219
C -5.354 -1.839 -0.019
S -1.441 -0.864 0.471
O -1.019 -1.922 -0.467
C -1.815 0.619 -0.545
C -2.093 1.762 0.241
C -2.108 3.004 -0.308
C -1.874 3.173 -1.694
C -1.786 4.458 -2.272
C -1.544 4.608 -3.609
C -1.409 3.472 -4.428
C -1.493 2.216 -3.896
C -1.702 2.027 -2.510
C -1.655 0.728 -1.905
C -1.465 -0.440 -2.814
C -2.578 -0.870 -3.594
C -3.866 -0.297 -3.437
C -4.917 -0.711 -4.205
C -4.738 -1.720 -5.173
C -3.516 -2.307 -5.334
C -2.408 -1.908 -4.548
C -1.145 -2.526 -4.675
C -0.106 -2.137 -3.883
C -0.259 -1.082 -2.971
S 1.167 -0.755 -1.886
O 2.171 -1.747 -2.324
C 1.667 0.776 -2.743
C 2.427 0.678 -3.896
C 2.913 1.827 -4.497
C 2.671 3.081 -3.940
C 3.240 4.326 -4.567
C 1.926 3.160 -2.769
C 1.421 2.016 -2.172
H -7.691 -1.526 2.442
H -7.799 -2.549 0.998
H -7.940 -0.797 0.853
H -5.567 -0.731 3.166
H -3.136 -0.454 2.814
H -3.528 -1.971 -1.155
H -5.971 -2.240 -0.815
H -2.287 1.625 1.298
H -2.262 3.878 0.311
H -1.891 5.322 -1.626
H -1.453 5.596 -4.042
H -1.220 3.597 -5.487
H -1.372 1.351 -4.536
H -4.006 0.469 -2.685
H -5.894 -0.266 -4.068
H -5.579 -2.029 -5.781
H -3.378 -3.092 -6.068
H -1.020 -3.323 -5.399
H 0.862 -2.620 -3.922
H 2.647 -0.306 -4.293
H 3.510 1.748 -5.398
H 3.205 4.268 -5.655
H 4.285 4.451 -4.273
H 2.689 5.208 -4.241
H 1.750 4.123 -2.304
H 0.873 2.082 -1.245
C -2.105 2.937 6.530
C -1.645 1.700 5.807
C -1.381 0.519 6.494
C -0.866 -0.588 5.835
C -0.605 -0.515 4.478
C -0.893 0.643 3.776
C -1.422 1.739 4.433
S 0.202 -1.859 3.600
O 0.531 -2.846 4.600
O -0.731 -2.296 2.580
N 1.448 -1.235 2.843
C 2.441 -0.543 3.501
C 2.483 -0.311 4.893
C 3.483 0.482 5.411
C 4.448 1.012 4.562
C 4.358 0.688 3.221
N 3.393 -0.057 2.699
H -2.220 2.748 7.596
H -3.054 3.296 6.126
H -1.367 3.730 6.396
H -1.564 0.469 7.561
H -0.641 -1.506 6.363
H -0.659 0.677 2.722
H -1.631 2.647 3.879
H 1.757 -0.787 5.530
H 3.506 0.695 6.474
H 5.255 1.626 4.937
H 5.105 1.036 2.513
C 6.604 1.148 -0.175
C 6.865 -0.098 0.383
C 5.850 -1.028 0.524
C 4.549 -0.712 0.129
C 4.287 0.548 -0.395
C 5.310 1.465 -0.564
N 3.488 -1.642 0.225
N 3.858 -2.833 0.156
C 2.880 -3.828 0.268
C 3.333 -5.139 0.063
C 2.444 -6.182 0.214
C 1.119 -5.912 0.554
C 0.682 -4.603 0.707
C 1.549 -3.517 0.581
H 7.398 1.875 -0.291
H 7.869 -0.338 0.711
H 6.039 -2.000 0.957
H 3.276 0.799 -0.672
H 5.091 2.436 -0.991
H 4.366 -5.310 -0.219
H 2.769 -7.206 0.076
H 0.425 -6.737 0.682
H -0.360 -4.415 0.941
Se 1.358 3.275 2.075
C 1.227 1.723 1.282
N 1.062 0.719 0.703
```

---

Record 4
A 2-piece molecular cluster, C5H14NO overall. Source: OMol25; level of theory: ωB97M-V/def2-TZVPD.

As for the energy above the lowest of the compared OMol25 structures with the same formula, charge and spin: 0.2187 eV. The charge is -1. Its max |F| is 0.0170 Eh/bohr. Its HOMO-LUMO gap is 6.963 eV. For the HOMO energy, the calculation gives -2.612 eV. The value obtained for the energy is -328.8857 Ha. The LUMO energy comes out at 4.352 eV.

Structure (XYZ):
```
21
C5H14NO, DFT ωB97M-V/def2-TZVPD
N 2.447 0.820 0.587
C 1.305 0.973 1.551
O 0.336 0.070 1.341
H 3.324 1.103 1.014
H 2.504 -0.175 0.389
H 1.750 0.918 2.578
H 0.930 2.018 1.430
C -0.014 -2.089 -0.975
C -1.988 1.207 -0.602
C -1.740 -0.299 -0.537
C -0.489 -0.686 -1.351
H 0.203 -2.037 0.097
H 0.889 -2.394 -1.509
H -0.793 -2.841 -1.150
H -2.860 1.503 -0.010
H -2.094 1.585 -1.623
H -1.095 1.653 -0.155
H -2.586 -0.880 -0.941
H -1.540 -0.557 0.499
H -0.688 -0.553 -2.423
H 0.294 0.005 -1.031
```

---

Record 5
One molecule with the formula C6H12O. Source: OMol25; level of theory: ωB97M-V/def2-TZVPD.

As for the energy above the lowest of the compared OMol25 structures with the same formula, charge and spin: 1.0534 eV. Its max |F| is 0.0067 Eh/bohr. Its HOMO-LUMO gap is 9.818 eV. For the HOMO energy, the calculation gives -8.815 eV. As for the SMILES: C/C=C/C[C@@H](C)O. The value obtained for the energy is -311.0206 Ha. The LUMO energy comes out at 1.003 eV.

Structure (XYZ):
```
19
C6H12O, DFT ωB97M-V/def2-TZVPD
C 3.028 0.381 -0.042
C 1.671 0.182 -0.642
C 0.655 1.035 -0.554
C -0.757 0.580 -0.788
C -1.322 -0.012 0.524
C -2.504 -0.936 0.275
O -0.280 -0.732 1.165
H 3.834 0.396 -0.783
H 3.232 -0.452 0.644
H 3.066 1.304 0.544
H 1.472 -0.804 -1.066
H 0.805 2.015 -0.096
H -0.776 -0.197 -1.564
H -1.416 1.392 -1.121
H -1.636 0.825 1.170
H -2.186 -1.768 -0.364
H -3.339 -0.422 -0.210
H -2.870 -1.350 1.224
H -0.677 -1.438 1.684
```

---

Record 6
A 2-piece molecular cluster, CH5NO2PS overall in a non-equilibrium geometry. Source: OMol25; level of theory: ωB97M-V/def2-TZVPD.

As for the energy above the lowest of the compared OMol25 structures with the same formula, charge and spin: 3.6466 eV. The charge is -1. Its max |F| is 0.0531 Eh/bohr. Its HOMO-LUMO gap (alpha / beta) is 7.147 / 7.148 eV. For the HOMO energy (alpha / beta), the calculation gives -3.944 / -3.944 eV. The value obtained for the energy is -985.8924 Ha. The LUMO energy (alpha / beta) comes out at 3.203 / 3.203 eV.

Structure (XYZ):
```
11
CH5NO2PS, DFT ωB97M-V/def2-TZVPD
C 0.846 -1.761 -0.234
N -0.888 1.259 -0.875
O -3.174 0.695 0.006
O 1.677 1.273 1.054
P -1.715 0.512 0.240
S -0.720 -1.825 0.068
H 1.340 -1.829 -1.214
H 1.500 -1.818 0.708
H 1.143 0.995 0.242
H 1.330 0.607 1.600
H -1.340 1.890 -1.594
```

---

Record 7
One molecule with the formula CH2N2S4 in a non-equilibrium geometry. Source: OMol25; level of theory: ωB97M-V/def2-TZVPD.

As for the energy above the lowest of the compared OMol25 structures with the same formula, charge and spin: 2.7741 eV. Its max |F| is 0.0980 Eh/bohr. Its HOMO-LUMO gap (alpha / beta) is 5.409 / 4.498 eV. For the HOMO energy (alpha / beta), the calculation gives -7.856 / -7.744 eV. The value obtained for the energy is -1741.4110 Ha. The LUMO energy (alpha / beta) comes out at -2.447 / -3.246 eV.

Structure (XYZ):
```
9
CH2N2S4, DFT ωB97M-V/def2-TZVPD
C -2.026 -0.370 -0.095
N -0.706 -0.067 -0.031
N 1.720 0.962 0.310
S -2.294 -2.015 -0.011
S -3.270 0.823 -0.096
S 0.196 1.313 0.074
S 2.787 -0.251 -0.035
H -0.366 -1.032 0.002
H 3.958 0.638 -0.118
```

---

Record 8
C4H6N2O as an isolated structure. Source: OMol25; level of theory: ωB97M-V/def2-TZVPD.

As for the energy above the lowest of the compared OMol25 structures with the same formula, charge and spin: 6.1280 eV. Its max |F| is 0.0101 Eh/bohr. Its HOMO-LUMO gap is 8.174 eV. For the HOMO energy, the calculation gives -7.389 eV. The value obtained for the energy is -340.5697 Ha. The LUMO energy comes out at 0.785 eV.

Structure (XYZ):
```
13
C4H6N2O, DFT ωB97M-V/def2-TZVPD
N 0.437 0.787 -2.170
C 0.294 0.322 -0.826
C 0.851 0.607 0.349
N 0.310 -0.086 1.465
C -0.773 -0.851 1.326
O -0.970 -1.494 2.498
C -0.647 -0.553 -1.390
H 0.222 1.759 -2.352
H 1.196 0.411 -2.720
H 1.662 1.301 0.529
H 0.824 -0.072 2.343
H -1.761 -2.032 2.377
H -1.646 -0.099 -1.428
```

---

Record 9
One molecule with the formula C6H10 in a non-equilibrium geometry. Source: OMol25; level of theory: ωB97M-V/def2-TZVPD.

As for the energy above the lowest of the compared OMol25 structures with the same formula, charge and spin: 0.6828 eV. Its max |F| is 0.0483 Eh/bohr. Its HOMO-LUMO gap is 11.212 eV. For the HOMO energy, the calculation gives -9.975 eV. As for the SMILES: C1C[C@@H]2C[C@@H]2C1. The value obtained for the energy is -234.5774 Ha. The LUMO energy comes out at 1.237 eV.

Structure (XYZ):
```
16
C6H10, DFT ωB97M-V/def2-TZVPD
C 1.248 -0.285 0.494
C 0.960 0.958 -0.343
C -0.605 0.825 -0.612
C -1.516 0.503 0.537
C -1.019 -0.592 -0.379
C 0.242 -1.346 0.008
H 1.072 -0.058 1.551
H 2.279 -0.637 0.415
H 1.529 0.926 -1.301
H 1.276 1.897 0.157
H -0.737 1.501 -1.428
H -1.086 0.621 1.528
H -2.575 0.756 0.492
H -1.752 -1.110 -0.995
H 0.056 -2.112 0.764
H 0.629 -1.848 -0.887
```

---

Record 10
A 6-piece molecular cluster, C2H18NO5 overall in a non-equilibrium geometry. Source: OMol25; level of theory: ωB97M-V/def2-TZVPD.

As for the energy above the lowest of the compared OMol25 structures with the same formula, charge and spin: 0.3909 eV. The charge is +1. Its max |F| is 0.0349 Eh/bohr. Its HOMO-LUMO gap is 11.464 eV. For the HOMO energy, the calculation gives -14.175 eV. The value obtained for the energy is -517.7365 Ha. The LUMO energy comes out at -2.711 eV.

Structure (XYZ):
```
26
C2H18NO5, DFT ωB97M-V/def2-TZVPD
C 2.858 -0.193 -0.801
C 1.581 0.157 -0.077
N 0.776 -1.097 0.125
H 2.689 -0.687 -1.771
H 3.362 0.718 -1.144
H 3.549 -0.828 -0.281
H 1.816 0.546 0.912
H 0.987 0.893 -0.612
H 0.724 -1.536 -0.800
H -0.239 -0.976 0.288
H 1.098 -1.774 0.817
H -2.211 4.121 0.850
H -1.258 3.229 -0.088
O -1.841 3.251 0.672
H -1.879 -3.628 -0.130
H -1.565 -3.214 1.246
O -1.123 -3.320 0.390
H -2.220 1.209 0.466
H -2.727 -0.202 0.320
O -1.924 0.321 0.214
H 0.686 -2.587 -3.180
H -0.352 -1.486 -3.401
O 0.032 -2.045 -2.718
H -0.155 2.459 1.559
H 0.422 3.323 2.662
O 0.589 2.511 2.173
```

---

Record 11
A 2-piece molecular cluster, CH3FNO2S overall in a non-equilibrium geometry. Source: OMol25; level of theory: ωB97M-V/def2-TZVPD.

As for the energy above the lowest of the compared OMol25 structures with the same formula, charge and spin: 1.9131 eV. The charge is -1. Its max |F| is 0.0794 Eh/bohr. Its HOMO-LUMO gap is 6.476 eV. For the HOMO energy, the calculation gives -2.700 eV. The value obtained for the energy is -743.1764 Ha. The LUMO energy comes out at 3.776 eV.

Structure (XYZ):
```
9
CH3FNO2S, DFT ωB97M-V/def2-TZVPD
C -0.251 -1.549 0.033
N -0.206 -1.200 -1.186
O -0.426 2.679 1.502
O 0.921 2.467 -0.605
F 0.726 -2.277 0.592
S 0.489 1.847 0.629
H -1.179 -1.387 0.609
H 0.579 -1.584 -1.638
H -0.653 1.004 0.064
```

---

Record 12
C46H48N3SbSc as an isolated structure in a non-equilibrium geometry. Source: OMol25; level of theory: ωB97M-V/def2-TZVPD.

As for the energy above the lowest of the compared OMol25 structures with the same formula, charge and spin: 2.5118 eV. The charge is -1. Its max |F| is 0.0873 Eh/bohr. Its HOMO-LUMO gap (alpha / beta) is 4.474 / 4.411 eV. For the HOMO energy (alpha / beta), the calculation gives -2.086 / -2.021 eV. The value obtained for the energy is -2946.7111 Ha. The LUMO energy (alpha / beta) comes out at 2.388 / 2.390 eV.

Structure (XYZ):
```
99
C46H48N3SbSc, DFT ωB97M-V/def2-TZVPD
Sc -0.076 -0.227 -0.189
N 0.409 -3.786 2.959
N -0.177 -1.865 -1.641
C 0.772 2.079 -0.445
C 1.831 1.166 -0.107
C 1.730 0.898 1.298
C 2.620 0.022 2.094
H 3.561 -0.182 1.574
H 2.123 -0.979 2.262
H 2.818 0.424 3.097
C 0.618 1.619 1.815
C 0.296 1.764 3.260
H 1.051 2.374 3.788
H 0.260 0.791 3.769
H -0.671 2.256 3.418
C -0.008 2.299 0.730
C -1.259 3.102 0.819
H -2.096 2.487 1.189
H -1.547 3.490 -0.165
H -1.168 3.966 1.499
C 2.878 0.646 -1.029
H 3.750 1.321 -1.055
H 2.509 0.563 -2.062
H 3.240 -0.345 -0.718
C 0.519 2.679 -1.787
H -0.554 2.849 -1.954
H 0.871 2.020 -2.593
H 1.027 3.651 -1.914
C -0.343 -4.654 3.592
H -0.001 -4.972 4.590
C -1.555 -5.140 3.021
H -2.146 -5.865 3.610
C -1.961 -4.636 1.765
H -2.938 -4.981 1.349
C -1.144 -3.681 1.122
H -1.391 -3.360 0.107
C -0.070 -3.090 1.898
C 0.810 -1.957 1.832
H 1.424 -2.269 0.955
C -0.679 -0.880 -2.315
C 0.270 -2.911 -2.513
H 0.697 -3.809 -1.981
C 0.008 -2.529 -3.747
H 0.169 -3.031 -4.686
N -0.645 -1.285 -3.625
C -0.746 -0.197 -4.453
C 0.374 0.167 -5.193
C 0.264 1.366 -5.919
H 1.048 1.641 -6.642
C -0.858 2.193 -5.733
C -1.064 3.372 -6.613
H -1.610 4.148 -6.073
H -1.654 3.078 -7.487
H -0.101 3.748 -6.953
C -1.826 1.906 -4.751
H -2.679 2.586 -4.564
C -1.741 0.716 -4.042
C -2.652 0.439 -2.873
H -2.880 -0.624 -2.702
H -3.615 0.939 -3.051
H -2.308 0.869 -1.904
C 1.669 -0.596 -5.157
H 1.561 -1.659 -5.422
H 2.186 -0.552 -4.178
H 2.371 -0.157 -5.881
C -5.655 2.702 5.384
C -4.521 3.128 4.681
C -3.740 2.202 3.969
C -4.092 0.846 3.974
C -5.281 0.437 4.585
C -6.040 1.356 5.327
Sb -2.697 -0.647 3.154
C -1.530 -0.930 4.975
C -0.210 -1.389 4.902
C 0.553 -1.531 6.063
C -0.003 -1.213 7.309
C -1.321 -0.749 7.383
C -2.089 -0.620 6.217
C -3.966 -2.415 3.477
C -3.936 -3.280 4.574
C -4.935 -4.256 4.718
C -5.926 -4.401 3.741
C -5.902 -3.586 2.603
C -4.915 -2.603 2.470
H -6.240 3.416 5.967
H -4.238 4.184 4.686
H -2.856 2.550 3.431
H -5.625 -0.596 4.504
H -6.931 1.014 5.857
H 0.229 -1.668 3.941
H 1.580 -1.893 5.985
H 0.593 -1.325 8.216
H -1.762 -0.484 8.346
H -3.120 -0.271 6.292
H -3.143 -3.212 5.322
H -4.936 -4.907 5.597
H -6.713 -5.149 3.860
H -6.650 -3.707 1.817
H -4.903 -1.972 1.578
```